Formula: C38H56BN9RuS4
Source: the Open Molecules 2025 dataset
Level of theory: wB97M-V/def2-TZVPD

```
109
Properties=species:S:1:pos:R:3:forces:R:3
Ru -0.962 -0.170 -0.003 0.4817 -0.0986 0.6792
C -1.344 5.224 1.939 0.0995 -0.1074 0.0204
C 0.025 4.579 1.699 -0.1299 0.2639 -0.1943
C 1.118 5.564 2.104 0.0252 -0.0523 0.0726
C 0.223 4.214 0.215 -0.0098 -0.0918 0.1993
N 0.137 3.362 2.566 -0.0847 -0.3122 0.0048
C 0.971 3.279 3.659 0.1512 -0.0653 0.1081
C 0.781 2.070 4.225 0.0532 0.0174 0.0381
N -0.169 1.399 3.494 -0.1361 0.2106 -0.0106
B -0.611 -0.020 3.953 0.0800 0.0520 -0.3228
N -2.082 -0.297 3.541 -0.1786 -0.2445 -0.0376
C -3.092 0.308 4.243 -0.0197 0.0531 0.0542
C -4.264 -0.027 3.662 -0.0572 0.1660 0.0815
N -3.984 -0.852 2.598 0.4286 0.0195 -0.0986
C -2.636 -0.994 2.536 -0.2417 0.1243 0.5046
S -1.716 -1.934 1.410 -0.2453 0.3787 -0.8688
C -5.034 -1.397 1.668 -0.2255 -0.1623 -0.2344
C -6.398 -0.926 2.164 -0.0048 0.0266 0.0566
C -5.013 -2.928 1.702 0.0910 0.1497 0.1132
C -4.816 -0.835 0.257 0.1166 0.0252 0.1375
N 0.413 -1.096 3.500 0.1997 -0.0049 0.0139
C 0.693 -2.142 4.348 -0.0080 -0.1222 0.0385
C 1.723 -2.836 3.830 -0.0751 -0.0606 0.0803
N 2.103 -2.218 2.656 -0.2651 0.1489 0.0204
C 1.271 -1.163 2.456 -0.0624 -0.1531 0.3270
S 1.288 -0.067 1.125 -0.2586 0.0422 -0.6298
C 3.224 -2.809 1.845 0.2938 -0.1861 -0.2544
C 3.840 -1.841 0.837 -0.1886 0.1225 0.1150
C 2.663 -4.029 1.112 -0.0353 0.0805 0.0838
C 4.324 -3.232 2.830 -0.0834 0.0130 0.0534
C -0.552 2.195 2.480 0.2874 0.0727 0.2407
S -1.750 1.810 1.296 -0.2809 -0.1124 -0.5415
H -1.433 6.119 1.324 -0.0004 -0.0020 0.0012
H -1.452 5.512 2.986 0.0087 0.0221 -0.0103
H -2.152 4.543 1.679 -0.0320 0.0024 -0.0287
H 1.049 6.437 1.459 -0.0292 -0.0074 -0.0123
H 2.113 5.132 1.984 0.0100 0.0412 -0.0058
H 0.991 5.909 3.130 0.0311 0.0240 -0.0154
H 0.681 5.052 -0.309 -0.0379 -0.0001 0.0177
H -0.738 4.011 -0.251 -0.0217 -0.0608 -0.0729
H 0.880 3.347 0.110 0.0069 0.0137 -0.0401
H 1.632 4.068 3.961 -0.0501 -0.0063 -0.0401
H 1.233 1.635 5.099 -0.0168 0.0121 -0.0113
H -0.590 -0.015 5.147 0.0056 0.0070 0.0916
H -2.895 0.922 5.104 -0.0088 -0.0236 -0.0040
H -5.263 0.265 3.928 0.0689 -0.0482 0.0108
H -6.597 -1.270 3.180 -0.0521 0.0043 -0.0239
H -7.161 -1.355 1.517 0.0127 -0.0027 -0.0183
H -6.495 0.160 2.118 -0.0353 -0.0159 0.0046
H -5.156 -3.281 2.725 -0.0126 -0.0201 -0.0203
H -4.084 -3.336 1.317 0.0935 -0.0288 -0.0520
H -5.831 -3.313 1.093 0.0016 0.0386 -0.0168
H -4.696 0.251 0.297 -0.0286 -0.0176 -0.0151
H -5.687 -1.057 -0.359 -0.0125 -0.0214 0.0469
H -3.949 -1.272 -0.232 0.1033 -0.0497 -0.0165
H 0.145 -2.297 5.261 0.0066 0.0260 -0.0157
H 2.214 -3.712 4.210 0.0152 0.0386 -0.0237
H 3.162 -1.589 0.027 -0.0171 0.0546 -0.0499
H 4.713 -2.331 0.406 -0.0109 -0.0229 0.0399
H 4.174 -0.922 1.321 0.0083 0.0149 -0.0344
H 1.914 -3.721 0.382 0.0293 -0.0208 -0.0282
H 2.207 -4.734 1.808 0.0096 -0.0185 -0.0121
H 3.469 -4.541 0.586 0.0045 0.0115 0.0013
H 4.520 -2.439 3.553 0.0505 -0.0089 -0.0101
H 5.243 -3.422 2.280 -0.0228 -0.0286 -0.0254
H 4.074 -4.146 3.367 0.0179 0.0234 0.0189
N -0.929 1.265 -1.669 0.3147 -0.5181 0.2752
C -2.037 1.161 -2.577 -0.3134 -0.1034 -0.3285
C -2.788 2.286 -2.884 0.1017 0.0839 0.1801
C -3.847 2.196 -3.771 -0.0365 -0.0725 -0.0510
C -4.153 0.973 -4.351 -0.0087 0.0497 -0.0028
C -3.403 -0.148 -4.038 0.0275 -0.0383 0.0361
C -2.326 -0.075 -3.155 0.0375 0.1441 0.1639
C -1.512 -1.265 -2.832 -0.0592 -0.1176 -0.0736
C -1.294 -2.224 -3.825 0.0099 0.0830 0.0624
C -0.601 -3.394 -3.565 -0.0262 0.0050 0.0147
C -0.090 -3.630 -2.295 -0.0143 0.0082 -0.0424
C -0.261 -2.675 -1.309 0.1318 -0.1166 0.0707
C -0.958 -1.494 -1.563 -0.0373 0.2399 0.2059
H -0.851 2.217 -1.331 0.0869 0.0231 0.1225
H -0.031 1.013 -2.124 -0.0739 0.2004 -0.1480
H -2.538 3.241 -2.434 0.0068 -0.0167 -0.0082
H -4.428 3.075 -4.012 0.0118 0.0088 0.0109
H -4.976 0.893 -5.047 -0.0156 -0.0112 0.0296
H -3.672 -1.105 -4.464 0.0246 -0.0001 -0.0286
H -1.661 -2.034 -4.825 -0.0305 -0.0175 -0.0036
H -0.469 -4.124 -4.352 0.0295 0.0098 0.0019
H 0.437 -4.551 -2.079 0.0053 0.0170 0.0277
H 0.150 -2.865 -0.325 0.0276 0.0349 -0.0038
C 4.568 1.504 -5.061 -0.0684 0.0945 -0.1713
N 3.909 1.377 -3.765 0.1886 -0.0683 -0.0456
C 3.588 2.654 -3.147 -0.0508 -0.0165 0.0028
C 3.403 0.211 -3.316 -0.4392 0.2247 0.1728
S 2.074 0.183 -2.234 0.2625 -0.1290 -0.0369
N 3.968 -0.937 -3.729 0.0955 0.0110 -0.1524
C 5.366 -1.023 -4.138 0.1726 -0.1197 0.0973
C 3.328 -2.231 -3.546 -0.0274 -0.0300 0.0126
H 4.115 2.338 -5.598 -0.0305 0.0045 0.0169
H 4.426 0.606 -5.656 -0.0287 0.1105 0.0137
H 5.636 1.707 -4.958 -0.0259 0.0077 -0.0389
H 4.431 3.330 -3.298 -0.0167 -0.0400 -0.0224
H 3.420 2.528 -2.084 -0.0061 -0.0452 0.0681
H 2.696 3.100 -3.595 0.0033 -0.0248 -0.0097
H 5.902 -0.117 -3.869 -0.0148 -0.1073 0.0217
H 5.468 -1.203 -5.209 0.0292 -0.0070 0.0319
H 5.830 -1.857 -3.611 -0.0340 -0.0102 0.0306
H 2.251 -2.121 -3.509 -0.0700 0.0515 -0.0034
H 3.662 -2.708 -2.620 0.0044 0.0290 0.0026
H 3.595 -2.873 -4.386 0.0438 0.0454 0.0186
```
Positions in Å, forces in eV/Å.

Values from the calculation:
Maximum force: 0.979 eV/Å
ΔE to the lowest compared entry with this formula, charge and spin: 0.465 eV
Net charge: +2
Lowest unoccupied orbital energy (spin up / spin down): -5.32 / -7.27 eV
Spin multiplicity: 5



Formula: C38H57BMnN7O3S4SeSiTe
Source: the Open Molecules 2025 dataset
Level of theory: wB97M-V/def2-TZVPD

```
114
Properties=species:S:1:pos:R:3:forces:R:3
Mn -0.094 0.491 0.840 0.6297 -0.1086 -2.2949
C 3.197 -0.648 -2.853 -0.1051 -0.0144 -0.0139
C 2.238 -0.629 -4.044 0.2133 0.2540 0.0253
C 2.828 -1.519 -5.136 -0.1109 -0.0151 0.0038
C 2.051 0.787 -4.593 -0.0313 -0.0847 0.0209
N 0.912 -1.175 -3.634 -0.2426 -0.0969 0.3402
C 0.295 -2.243 -4.258 -0.0372 -0.0222 -0.2378
C -0.871 -2.462 -3.630 -0.0818 -0.1409 0.0222
N -0.996 -1.555 -2.607 0.5480 -0.0671 -0.0552
B -2.231 -1.587 -1.673 0.3156 0.0645 0.1905
N -2.949 -0.217 -1.954 -0.2183 0.6457 0.4069
C -3.575 -0.142 -3.180 -0.1216 -0.2167 -0.0229
C -3.924 1.130 -3.417 -0.0762 0.0458 -0.2028
N -3.511 1.882 -2.336 0.0937 -0.2778 0.1680
C -2.907 1.041 -1.438 0.0050 -0.3700 -0.4396
S -2.356 1.542 0.093 0.1079 -0.3356 0.8615
C -3.570 3.367 -2.288 0.1048 0.3218 0.1764
C -4.415 3.873 -3.456 0.0117 -0.1310 -0.0095
C -4.221 3.847 -0.980 -0.0120 -0.0424 -0.0374
C -2.145 3.903 -2.439 0.0128 -0.0810 -0.0590
N -1.957 -1.960 -0.183 -0.0107 -0.2941 0.3011
C -2.961 -1.762 0.766 0.1056 0.1581 -0.2511
C -2.822 -2.670 1.735 -0.1163 0.1467 0.2035
N -1.745 -3.485 1.422 0.1003 0.3792 -0.1325
C -1.265 -3.101 0.194 -0.2083 0.1166 -0.0657
S -0.177 -3.943 -0.786 0.2186 0.0317 0.0938
C -1.452 -4.705 2.226 0.0714 -0.3286 -0.0649
C -1.966 -4.496 3.652 -0.1030 0.1064 -0.0626
C 0.044 -5.004 2.339 -0.0556 0.1914 -0.0556
C -2.198 -5.865 1.558 0.1383 0.0690 -0.0737
C 0.097 -0.749 -2.620 -0.1711 -0.2983 -0.3455
S 0.314 0.683 -1.711 -0.0254 0.2263 0.7465
H 4.194 -0.334 -3.165 -0.0078 -0.0024 -0.0446
H 3.267 -1.658 -2.449 0.0264 -0.0463 0.0179
H 2.869 0.019 -2.064 -0.0137 0.0534 0.0808
H 3.822 -1.146 -5.375 0.0001 0.0356 -0.0001
H 2.228 -1.498 -6.048 0.0279 -0.0184 -0.0096
H 2.930 -2.549 -4.791 0.0398 -0.0072 -0.0312
H 3.018 1.193 -4.891 0.0208 -0.0252 -0.0186
H 1.622 1.438 -3.836 0.0144 0.0465 0.0026
H 1.389 0.776 -5.462 0.0172 -0.0120 -0.0128
H 0.724 -2.766 -5.090 0.0109 0.0304 0.0325
H -1.618 -3.212 -3.810 0.0380 -0.0421 0.0831
H -2.972 -2.446 -2.074 -0.0231 0.0146 -0.3061
H -3.730 -1.021 -3.779 0.0169 0.0065 0.0069
H -4.442 1.551 -4.256 0.0195 -0.0253 0.0201
H -5.439 3.498 -3.406 -0.0116 0.0089 -0.0122
H -3.975 3.602 -4.416 -0.0373 0.0295 -0.0163
H -4.449 4.960 -3.406 0.0243 0.0113 0.0290
H -5.006 3.155 -0.671 -0.0213 0.0296 0.0291
H -4.669 4.832 -1.125 0.0387 0.0071 -0.0825
H -3.492 3.917 -0.180 -0.0187 -0.0138 0.0432
H -1.768 3.692 -3.442 0.0066 -0.0040 -0.0088
H -1.474 3.436 -1.720 -0.0491 0.0448 -0.0090
H -2.125 4.981 -2.277 -0.0474 0.0213 0.0035
H -3.696 -0.989 0.666 0.0521 0.2095 0.0228
H -3.374 -2.762 2.649 0.0012 0.0136 0.0029
H -1.608 -3.542 4.044 -0.0013 -0.0127 0.0601
H -1.579 -5.294 4.285 -0.0041 -0.0206 -0.0441
H -3.055 -4.523 3.712 0.0207 -0.0082 0.0284
H 0.534 -4.249 2.960 0.0191 0.0088 -0.0628
H 0.515 -5.038 1.366 0.0901 0.0269 -0.0679
H 0.171 -5.977 2.816 -0.0649 0.0179 0.0757
H -3.257 -5.619 1.459 -0.0163 -0.0309 0.0362
H -2.096 -6.775 2.150 0.0021 -0.0053 0.0215
H -1.789 -6.039 0.562 -0.0056 -0.0228 0.0069
N 1.711 -0.968 0.687 -0.6847 0.4050 0.4086
C 3.064 -0.445 0.639 0.0540 0.1854 -0.0563
C 3.284 0.899 0.896 -0.1110 -0.1592 -0.0230
C 4.572 1.418 0.828 -0.0755 -0.0709 0.0006
C 5.623 0.585 0.493 0.4768 0.2369 0.0277
C 5.411 -0.762 0.243 -0.1879 -0.0917 -0.0082
C 4.129 -1.282 0.318 0.0406 0.0452 0.0625
S 7.323 1.197 0.428 -0.0419 -0.1206 0.0202
O 7.214 2.638 0.604 -0.0669 -0.0273 0.0112
O 7.959 0.495 1.536 0.0031 0.0843 -0.0909
O 7.793 0.781 -0.887 -0.0447 0.0151 0.0633
H 1.577 -1.644 -0.064 -0.1510 0.0659 -0.0974
H 1.598 -1.501 1.547 -0.0552 0.0196 0.1317
H 2.430 1.520 1.146 0.1026 0.0368 0.0019
H 4.784 2.460 1.026 -0.0212 0.0098 -0.0123
H 6.263 -1.381 -0.006 -0.0338 -0.0477 -0.0099
H 3.945 -2.336 0.134 -0.0070 0.0034 -0.0261
C 0.874 4.837 2.443 0.3986 -0.2766 -0.1258
Te -0.064 3.538 0.960 -0.1851 0.0948 0.6346
C -1.619 3.492 2.463 -0.1553 -0.0347 -0.1454
C -1.457 4.718 3.302 0.0548 0.0925 -0.0617
C -2.508 5.209 4.069 0.0011 0.0258 0.0129
C -2.343 6.348 4.842 -0.0299 -0.0521 -0.0128
C -1.113 6.992 4.862 0.0425 0.0202 0.0455
C -0.063 6.504 4.100 0.0531 0.0236 0.0004
C -0.229 5.375 3.304 -0.1702 -0.0048 0.0103
H 1.423 5.643 1.958 -0.0270 -0.0677 -0.1368
H 1.586 4.260 3.035 -0.0502 -0.0019 -0.0813
H -1.508 2.581 3.054 0.1626 -0.0443 -0.1091
H -2.600 3.460 1.994 0.0440 0.0188 -0.1149
H -3.462 4.694 4.046 -0.0134 0.0232 0.0217
H -3.172 6.736 5.419 0.0145 -0.0083 0.0232
H -0.974 7.876 5.471 0.0079 0.0051 -0.0142
H 0.900 7.002 4.121 -0.0143 0.0309 -0.0261
C 1.385 2.515 5.160 -0.0473 -0.3544 0.1179
Si 0.856 0.700 5.159 0.0495 0.1692 -0.5534
C 2.359 -0.426 5.369 -0.2716 0.2230 0.0924
C -0.434 0.433 6.517 0.2210 -0.0147 -0.2318
Se -0.150 0.191 3.166 -0.4439 -0.6354 1.2979
H 1.853 2.796 6.108 0.0168 0.0012 0.0085
H 0.524 3.166 4.999 -0.0145 -0.0115 -0.0043
H 2.107 2.687 4.360 0.0255 -0.0414 0.0204
H 2.793 -0.333 6.368 0.0080 0.0272 0.0257
H 3.127 -0.158 4.642 -0.0111 0.0083 -0.0444
H 2.095 -1.473 5.209 -0.0562 0.0246 -0.0106
H -0.004 0.650 7.498 0.0356 0.0077 0.0193
H -0.813 -0.590 6.528 0.0407 -0.0143 -0.0449
H -1.281 1.102 6.359 0.0033 0.0249 -0.0296
```
Positions in Å, forces in eV/Å.

Values from the calculation:
Maximum force: 2.382 eV/Å
Net charge: -1
Lowest unoccupied orbital energy: 1.80 eV
Spin multiplicity: 2